1.
A molecular structure, C44H37N4OP2S2Ta. Source: OMol25; level of theory: ωB97M-V/def2-TZVPD.

```
! wB97M-V def2-TZVPD RIJCOSX def2/J DEFGRID3
* xyz 4 1
Ta 0.2526 0.1366 -0.0575
O -0.2441 0.2392 2.0030
S 1.2320 0.7258 2.1922
C 1.0741 2.2867 2.9893
C 1.4291 2.5896 4.2926
C 1.0142 3.8138 4.8027
C 0.2423 4.6733 4.0291
C -0.0886 4.3535 2.7134
C 0.3423 3.1570 2.1644
P 0.1586 2.8181 0.3726
C 1.5115 3.7785 -0.3598
C 2.4673 4.3950 0.4538
C 3.4464 5.1997 -0.1098
C 3.4870 5.3964 -1.4829
C 2.5489 4.7750 -2.2991
C 1.5703 3.9702 -1.7426
C -1.4433 3.5166 -0.0557
C -2.5791 2.8963 0.4736
C -3.8278 3.4456 0.2523
C -3.9501 4.6119 -0.4982
C -2.8229 5.2353 -1.0167
C -1.5644 4.6936 -0.7974
C 2.4052 -0.4337 2.8104
C 2.7071 -0.5932 4.1554
C 3.8185 -1.3528 4.5008
C 4.6152 -1.9064 3.5067
C 4.2681 -1.7838 2.1603
C 3.1329 -1.0782 1.7885
P 2.5916 -1.0488 0.0341
C 3.7358 -0.0228 -0.8910
C 4.1015 1.2177 -0.3520
C 4.9972 2.0188 -1.0362
C 5.5193 1.5954 -2.2537
C 5.1492 0.3678 -2.7919
C 4.2545 -0.4465 -2.1182
C 2.4842 -2.7225 -0.6281
C 1.9537 -2.8539 -1.9183
C 1.8336 -4.1069 -2.4954
C 2.2229 -5.2388 -1.7892
C 2.7305 -5.1147 -0.5024
C 2.8601 -3.8640 0.0819
H 2.0085 1.9162 4.9056
H 1.2791 4.0852 5.8158
H -0.0926 5.6134 4.4477
H -0.6596 5.0516 2.1133
H 2.4578 4.2777 1.5286
H 4.1678 5.6891 0.5314
H 4.2397 6.0404 -1.9184
H 2.5718 4.9322 -3.3692
H 0.8307 3.5227 -2.3935
H -2.4891 2.0028 1.0858
H -4.7085 2.9792 0.6728
H -4.9283 5.0432 -0.6659
H -2.9207 6.1558 -1.5765
H -0.6897 5.2031 -1.1773
H 2.0985 -0.1399 4.9255
H 4.0734 -1.4881 5.5435
H 5.5096 -2.4537 3.7760
H 4.8985 -2.2397 1.4070
H 3.7236 1.5450 0.6114
H 5.3064 2.9640 -0.6128
H 6.2320 2.2182 -2.7782
H 5.5738 0.0336 -3.7289
H 3.9992 -1.4132 -2.5316
H 1.6523 -1.9839 -2.4900
H 1.4461 -4.2002 -3.5011
H 2.1335 -6.2170 -2.2427
H 3.0388 -5.9950 0.0457
H 3.2566 -3.8020 1.0848
C -3.8227 -1.2560 -1.2432
C -2.4625 -1.1367 -0.6871
N -1.6534 -0.1553 -0.9585
N -2.0480 0.7859 -1.8800
C -1.0613 1.2591 -2.5807
N -1.2631 2.1652 -3.5250
S 0.6497 0.7506 -2.2918
C -1.8909 -2.1474 0.2132
C -2.6180 -3.2273 0.6622
C -2.0117 -4.1506 1.5165
C -0.7000 -3.9345 1.8869
C -0.0351 -2.8184 1.3954
N -0.5936 -1.9444 0.5632
H -4.0215 -0.4981 -1.9918
H -4.5448 -1.1480 -0.4257
H -3.9704 -2.2523 -1.6651
H -2.2097 2.4653 -3.7207
H -0.5436 2.4132 -4.1850
H -3.6469 -3.3552 0.3570
H -2.5639 -5.0063 1.8823
H -0.1797 -4.6093 2.5521
H 0.9878 -2.6392 1.7017
*
```

As for the HOMO energy: -18.75 eV. The calculation puts the gap between HOMO and LUMO at 5.747 eV.

Mulliken atomic charge list, values in e, 8 entries: 3.51, -0.85, 1.33, 1.14, -0.83, -1.05, -0.94, -0.11

=====

2.
A molecular structure, C44H37N9P2SbSe4Tl. Source: OMol25; level of theory: ωB97M-V/def2-TZVPD.

```
! wB97M-V def2-TZVPD RIJCOSX def2/J DEFGRID3
* xyz -2 1
Tl 1.2014 -0.1775 -0.2360
N -2.2528 0.8912 0.6830
P -0.9716 1.5343 1.6771
C -1.7397 2.8763 2.6729
C -0.8595 3.5609 3.5134
C -1.3373 4.5144 4.3992
C -2.6963 4.8067 4.4506
C -3.5713 4.1539 3.5951
C -3.0928 3.1933 2.7077
C -0.9189 0.3506 3.0940
C -2.0841 -0.1345 3.6926
C -2.0128 -1.0296 4.7446
C -0.7675 -1.4413 5.2216
C 0.3901 -0.9478 4.6471
C 0.3182 -0.0482 3.5813
P -1.6551 0.9222 -0.9914
C -3.2792 1.1148 -1.8796
C -3.2244 1.7230 -3.1330
C -4.3760 1.9156 -3.8876
C -5.6087 1.5139 -3.3892
C -5.6808 0.9101 -2.1407
C -4.5251 0.7070 -1.3976
C -1.1644 -0.7989 -1.2786
C -0.7903 -0.9814 -2.6689
C -0.7466 -2.1765 -3.2766
C -1.1465 -3.3621 -2.5159
C -1.6182 -3.2683 -1.2718
C -1.7227 -1.9741 -0.4940
H -3.0947 1.4547 0.7408
H 0.2092 3.3487 3.4915
H -0.6343 5.0247 5.0464
H -3.0724 5.5405 5.1540
H -4.6297 4.3857 3.6164
H -3.8046 2.7016 2.0521
H -3.0512 0.1863 3.3184
H -2.9218 -1.4132 5.1941
H -0.7093 -2.1493 6.0402
H 1.3608 -1.2596 5.0113
H 1.2307 0.3463 3.1423
H -2.2640 2.0628 -3.5080
H -4.3115 2.3913 -4.8589
H -6.5103 1.6774 -3.9676
H -6.6404 0.5976 -1.7452
H -4.5917 0.2232 -0.4285
H -0.5582 -0.0846 -3.2405
H -0.4755 -2.2603 -4.3208
H -1.0899 -4.3359 -2.9931
H -1.9429 -4.1631 -0.7527
H -2.7823 -1.7815 -0.2563
N 0.9126 3.6630 -0.4725
C 1.2817 3.3260 -1.7033
N 1.4671 4.3013 -2.6114
C 1.8818 3.8802 -3.7895
N 2.0542 4.8336 -4.7668
N 2.1282 2.6108 -4.1487
C 1.8719 1.7343 -3.1779
N 1.4211 2.0078 -1.9791
C 2.1371 0.2809 -3.5384
C 2.2749 -0.0505 -4.8796
C 2.4501 -1.3784 -5.2354
C 2.4698 -2.3346 -4.2419
C 2.3378 -1.9168 -2.9255
N 2.2026 -0.6444 -2.5726
H 1.1195 4.6139 -0.2008
H 1.0252 2.9525 0.2440
H 2.1703 5.7665 -4.4069
H 2.6697 4.5611 -5.5137
H 2.2358 0.7441 -5.6096
H 2.5538 -1.6577 -6.2773
H 2.5704 -3.3887 -4.4629
H 2.3610 -2.6312 -2.1112
C -1.5553 -3.3875 1.6138
C -1.0566 -2.1478 0.9262
N 0.3838 -2.0611 0.8667
C 1.1568 -3.1138 1.1446
C 0.6880 -4.2909 1.7605
C -0.7436 -4.3637 2.0080
C 1.5762 -5.3018 2.1697
C 2.9292 -5.2166 1.9959
C 3.4550 -4.0735 1.3357
C 4.8363 -3.8725 1.1159
C 5.2793 -2.7594 0.4605
C 4.3299 -1.8459 -0.0352
N 3.0476 -2.0051 0.1600
C 2.5897 -3.0618 0.8709
H -2.6246 -3.4419 1.8031
H -1.4313 -1.2928 1.4881
H -1.1329 -5.2308 2.5348
H 1.1531 -6.1796 2.6512
H 3.5988 -5.9886 2.3539
H 5.5370 -4.6136 1.4864
H 6.3336 -2.5645 0.3146
H 4.6336 -0.9635 -0.5891
Se 2.7853 3.6550 3.9554
Sb 4.0272 3.3487 1.8930
Se 2.8556 1.0982 0.9059
Se 6.2567 2.4586 2.0999
Se 3.7113 5.1008 0.2354
*
```

As for the HOMO energy: -1.86 eV. The calculation puts the gap between HOMO and LUMO at 5.639 eV.

Mulliken atomic charge list, values in e, 8 entries: 0.95, 0.02, -0.32, 1.31, -0.34, -0.41, -0.47, -0.75

=====

3.
A molecular structure, C44H37NP2PdS3Sb. Source: OMol25; level of theory: ωB97M-V/def2-TZVPD.

```
! wB97M-V def2-TZVPD RIJCOSX def2/J DEFGRID3
* xyz 0 2
Pd 0.5959 0.0000 -0.9586
C -2.8912 -0.8128 -1.0987
P -1.7055 -0.7596 0.2519
C -2.5097 -1.7060 1.5634
C -3.8260 -1.4091 1.9282
C -4.4141 -2.0679 2.9945
C -3.6998 -3.0345 3.6872
C -2.3882 -3.3219 3.3393
C -1.7868 -2.6466 2.2906
C -0.1176 1.9623 1.7530
C 1.0090 2.6607 0.9526
C 1.8162 3.6714 1.7039
C 1.7743 3.7742 3.0300
C 0.8804 2.9284 3.8217
C -0.0025 2.1187 3.2420
C -1.9615 -1.8427 -1.6230
C -2.1703 -3.2156 -1.8577
C -0.9687 -3.7362 -2.2849
C -0.0227 -2.6899 -2.2363
C 1.4686 -2.7662 -2.3105
P 2.0500 -1.9347 -0.7773
C 3.8569 -2.0886 -0.8489
C 4.4226 -3.3386 -1.0925
C 5.7920 -3.4669 -1.2364
C 6.6088 -2.3483 -1.1285
C 6.0561 -1.1114 -0.8430
C 4.6823 -0.9848 -0.6987
C 1.6551 -3.0620 0.5981
C 2.0732 -2.6425 1.8634
C 1.8632 -3.4401 2.9736
C 1.2242 -4.6666 2.8358
C 0.7875 -5.0805 1.5883
C 1.0002 -4.2812 0.4716
N -0.5959 -1.5484 -1.8656
H -3.0313 0.1000 -1.6727
H -3.8487 -1.2392 -0.8078
H -4.3776 -0.6466 1.3925
H -5.4295 -1.8328 3.2820
H -4.1681 -3.5628 4.5070
H -1.8291 -4.0679 3.8870
H -0.7598 -2.8545 2.0312
H 0.6562 3.1243 0.0267
H 2.4567 4.2976 1.0966
H 2.3975 4.4945 3.5416
H 0.9354 2.9829 4.9011
H -0.6572 1.5050 3.8476
H -3.1172 -3.7231 -1.7861
H -0.7720 -4.7472 -2.6009
H 1.8769 -2.1487 -3.1186
H 1.8360 -3.7878 -2.4194
H 3.7959 -4.2200 -1.1537
H 6.2235 -4.4379 -1.4334
H 7.6775 -2.4465 -1.2621
H 6.6861 -0.2389 -0.7385
H 4.2602 -0.0220 -0.4493
H 2.5657 -1.6823 1.9765
H 2.1974 -3.1063 3.9465
H 1.0704 -5.2976 3.7011
H 0.2817 -6.0300 1.4771
H 0.6459 -4.6156 -0.4916
S 2.2890 4.2221 -1.9372
Sb 3.3662 2.2671 -1.7589
S 2.0884 0.5491 -2.9515
S 2.1030 1.2983 0.4068
C -1.6010 6.2058 -3.7956
C -1.1316 5.2242 -4.6528
C -0.8444 3.9608 -4.1640
C -1.0286 3.6406 -2.8176
C -1.4899 4.6463 -1.9636
C -1.7733 5.9102 -2.4497
C -0.6157 2.2713 -2.4189
C -0.7016 1.6286 -1.2411
C -1.7082 2.0464 -0.2072
C -1.4858 2.2352 1.1717
C -2.5365 2.6538 1.9874
C -3.8121 2.8517 1.4869
C -4.0523 2.6417 0.1348
C -3.0132 2.2551 -0.6840
H -1.8126 7.1989 -4.1662
H -0.9711 5.4454 -5.6990
H -0.4467 3.2050 -4.8291
H -1.5977 4.4664 -0.9055
H -2.1136 6.6775 -1.7677
H -0.0967 1.7618 -3.2256
H 0.0293 0.8787 1.5885
H -2.3411 2.8430 3.0336
H -4.6069 3.1756 2.1443
H -5.0383 2.7979 -0.2814
H -3.1854 2.1328 -1.7462
*
```

As for the HOMO energy (spin up / spin down): -6.82 / -6.79 eV. As for the expectation value of S²: 0.7614. The calculation puts the gap between HOMO and LUMO (spin up / spin down) at 5.462 / 5.271 eV.

Mulliken atomic charge list, values in e, 8 entries: 0.30, 0.15, 1.03, 0.18, -0.72, -0.75, -0.61, -0.62

=====

Energy
In order: -95999.521 -350837.903 -108817.800
Unit: eV
ΔE to the lowest compared entry with this formula, charge and spin
In order: 0.000 4.274 3.332
Unit: eV
F_max
In order: 0.55 2.17 1.17
Unit: eV/A